Entry 1:
# C26H24N3Tl

A structure of composition C26H24N3Tl (wB97M-V/def2-TZVPD, the Open Molecules 2025 dataset).

```
! wB97M-V def2-TZVPD RIJCOSX def2/J DEFGRID3
* xyz 2 1
Tl -0.60569 -0.52871 0.81190
C -4.21911 -3.25135 3.30111
C -2.91987 -2.45043 3.49128
C -2.26287 -2.78750 4.83054
C -3.05188 -0.99650 3.19614
C -2.32425 -0.00596 3.91486
C -2.41877 1.31786 3.58912
C -3.26429 1.76005 2.53665
C -3.38413 3.19660 2.20900
C -3.98074 0.77769 1.80579
C -3.87459 -0.54764 2.11663
H -4.02851 -4.29340 3.54525
H -4.59693 -3.22206 2.28059
H -4.99647 -2.87830 3.96864
H -2.23331 -2.82359 2.70515
H -2.90879 -2.48386 5.65613
H -1.28716 -2.32035 4.95711
H -2.11843 -3.86279 4.90093
H -1.72076 -0.28575 4.76598
H -1.86826 2.05056 4.16601
H -2.62889 3.45702 1.45512
H -3.19402 3.82504 3.07787
H -4.35702 3.43396 1.78091
H -4.64532 1.09122 1.01045
H -4.45929 -1.26289 1.55514
N 6.77169 0.49650 -7.06267
C 5.98431 0.49241 -6.22682
C 5.00037 0.47477 -5.18648
C 4.28169 -0.69516 -4.94422
C 3.32563 -0.71749 -3.94354
C 3.10697 0.41277 -3.16076
C 3.84354 1.57142 -3.39260
C 4.78130 1.61138 -4.40994
C 2.09365 0.37608 -2.06794
C 0.74911 0.43140 -2.44906
C 0.28833 0.68862 -3.79883
C -1.06239 0.71325 -3.75230
C -1.40913 0.45223 -2.36972
N -0.35643 0.28664 -1.60627
C 2.57159 0.31894 -0.75653
C 3.97367 0.28368 -0.38401
C 4.01737 0.33964 0.96518
C 2.63435 0.36728 1.40148
N 1.78787 0.34331 0.40151
H 4.47095 -1.57538 -5.54239
H 2.76152 -1.62336 -3.75987
H 3.67045 2.45054 -2.78438
H 5.34017 2.51643 -4.60188
H 0.93142 0.84106 -4.64925
H -1.76607 0.89585 -4.54730
H -2.41178 0.39122 -1.96612
H 4.79728 0.22061 -1.07485
H 4.87852 0.34449 1.61251
H 2.29341 0.38192 2.42874
*
```

Its electronic energy is -1341.26035 hartree. The calculation puts the HOMO energy (alpha / beta) at -13.98 / -14.01 eV. For the frontier orbital gap (alpha / beta), the calculation gives 5.77 / 3.86 eV.

Here are the natural (NBO) charges for atoms 1 to 2, given in e: 0.909, -0.599


Entry 2:
# C26H24N5RuS3

A structure of composition C26H24N5RuS3 (wB97M-V/def2-TZVPD, the Open Molecules 2025 dataset).

```
! wB97M-V def2-TZVPD RIJCOSX def2/J DEFGRID3
* xyz 1 5
Ru -0.21581 -0.27762 0.04762
C -4.22306 3.08221 -0.90258
S -2.84399 3.69362 0.06952
C -1.84680 2.32573 0.23706
S -2.19162 0.77081 -0.47137
N -0.75172 2.57496 0.97307
N 0.04160 1.55631 1.04076
C 1.25785 1.71441 1.72029
C 2.08334 0.60486 1.71647
C 3.33982 0.55556 2.36700
C 4.05603 -0.61434 2.37424
C 3.53781 -1.74133 1.73106
C 2.31567 -1.64135 1.08338
N 1.60878 -0.51882 1.06275
H -4.87414 3.94090 -1.05032
H -4.75746 2.30438 -0.36114
H -3.88262 2.71277 -1.86749
H 1.48465 2.65551 2.20049
H 3.70989 1.44814 2.85194
H 5.01464 -0.66175 2.87192
H 4.06846 -2.68140 1.71920
H 1.89330 -2.48500 0.55102
C 1.19499 0.42977 5.78404
C -0.31254 0.23586 6.00396
C -1.04452 1.54612 5.68056
C -0.55143 -0.10155 7.47517
C -0.80821 -0.86520 5.06674
C -1.36633 -2.06609 5.53622
C -1.80473 -3.06334 4.68456
C -1.67338 -2.86114 3.31755
S -2.10790 -3.90083 1.99019
C -1.52983 -2.72283 0.88797
N -1.05966 -1.63118 1.44452
C -1.11965 -1.67641 2.83055
C -0.69501 -0.67920 3.69759
C -1.44778 -2.84108 -0.56345
C -1.92033 -3.93473 -1.27144
C -1.76403 -3.96282 -2.65085
C -1.13647 -2.90946 -3.30269
C -0.66459 -1.81042 -2.59542
C -0.79176 -1.76179 -1.20578
H 1.57568 1.19881 6.45844
H 1.41034 0.74361 4.75990
H 1.74231 -0.49480 5.97678
H -0.70606 2.33690 6.35187
H -2.12282 1.43382 5.80408
H -0.85518 1.87645 4.65734
H -0.20232 0.72399 8.09605
H -0.00640 -0.99597 7.78183
H -1.61085 -0.24954 7.69088
H -1.46608 -2.22824 6.59905
H -2.23527 -3.97315 5.08005
H -0.28268 0.23533 3.29284
H -2.40572 -4.76024 -0.76442
H -2.13614 -4.80553 -3.21738
H -1.01874 -2.94050 -4.37792
H -0.19147 -0.99498 -3.12441
N 1.43326 1.06149 -2.27960
C 0.81344 0.58330 -1.43045
*
```

Its electronic energy is -2568.13177 hartree. The calculation puts the HOMO energy (alpha / beta) at -9.75 / -11.47 eV. For the frontier orbital gap (alpha / beta), the calculation gives 6.69 / 5.19 eV.

Here are the Löwdin charges for atoms 1 to 2, given in e: 1.155, -0.382


Entry 3:
# C26H24NO2

A cluster of 2 separate species, C26H24NO2 in total in a non-equilibrium geometry (wB97M-V/def2-TZVPD, the Open Molecules 2025 dataset).

```
! wB97M-V def2-TZVPD RIJCOSX def2/J DEFGRID3
* xyz 1 1
C 3.83659 3.26859 -0.15545
C 3.16444 3.28604 1.07474
C 2.52340 2.13819 1.53543
C 2.53523 0.95359 0.77020
C 1.85924 -0.22620 1.22101
C 1.38004 -1.27656 1.63757
N 0.81700 -2.40881 2.05181
C 0.43289 -3.52084 1.18676
C -0.47535 -4.37536 2.08161
C -0.34105 -3.86018 3.50694
C 0.33304 -2.50891 3.37652
O 0.42156 -1.62070 4.19921
C 3.21739 0.95153 -0.46406
C 3.85732 2.09701 -0.92490
H 4.34557 4.16346 -0.51253
H 3.14282 4.19797 1.67545
H 1.99600 2.13020 2.49186
H -0.08305 -3.16820 0.28250
H 1.32071 -4.09184 0.87975
H -1.50725 -4.27374 1.72904
H -0.17261 -5.42180 2.00289
H -1.30264 -3.74329 4.01879
H 0.30714 -4.51560 4.10476
H 3.22858 0.02662 -1.04411
H 4.37844 2.07509 -1.88434
C -0.03407 1.68276 -6.08236
O 0.24058 2.59733 -4.99485
C -0.17608 2.21559 -3.75891
C 0.09985 3.08855 -2.67250
C -0.28612 2.72881 -1.40790
C -0.97654 1.49970 -1.12945
C -1.31233 1.24520 0.21958
C -2.00744 0.17271 0.84322
C -2.24533 0.30732 2.24619
C -2.92587 -0.65360 2.97055
C -3.41657 -1.80343 2.32997
C -3.17974 -1.97784 0.95847
C -2.47578 -1.02570 0.22958
C -1.26377 0.66494 -2.24869
C -0.86259 0.99807 -3.52630
H 0.38584 2.18308 -6.95530
H 0.45776 0.70981 -5.91979
H -1.11743 1.52582 -6.21171
H 0.62055 4.02459 -2.87376
H -0.06672 3.39075 -0.57174
H -1.03236 2.05110 0.89895
H -1.84933 1.19394 2.74461
H -3.07636 -0.52215 4.04511
H -3.97571 -2.55029 2.89514
H -3.56029 -2.87170 0.45279
H -2.28831 -1.21990 -0.82017
H -1.81278 -0.25931 -2.13893
H -1.07854 0.32763 -4.36323
*
```

Its electronic energy is -1210.08359 hartree. The calculation puts the HOMO energy at -10.38 eV. For the frontier orbital gap, the calculation gives 4.95 eV. The relative energy (zero: lowest compared OMol25 entry of this formula, charge and spin) comes out at 1.697 eV.

Here are the natural (NBO) charges for atoms 1 to 2, given in e: -0.213, -0.211


Entry 4:
# C26H25AsBrN3S4SiTc

A structure of composition C26H25AsBrN3S4SiTc in a non-equilibrium geometry (wB97M-V/def2-TZVPD, the Open Molecules 2025 dataset).

```
! wB97M-V def2-TZVPD RIJCOSX def2/J DEFGRID3
* xyz 0 4
Tc -12.28002 8.37579 8.77399
S -14.72467 8.07201 12.73812
As -13.21659 9.14067 11.76593
S -11.76847 7.55096 10.78083
S -14.15105 9.40632 9.60874
S -12.27657 10.91158 12.25135
C -12.70168 13.85405 8.87422
C -11.69640 12.67863 9.12146
C -10.40327 12.87091 9.60378
C -9.57209 11.83461 9.92696
C -10.04484 10.54525 9.61648
Br -8.80196 9.25940 10.28697
N -11.25824 10.26275 9.10932
C -11.97296 11.37223 8.78033
H -12.87377 14.35601 9.82434
H -13.61807 13.43207 8.42191
H -12.27960 14.61555 8.22397
H -10.04398 13.92695 9.80951
H -8.59539 12.03992 10.39578
H -12.94066 11.08745 8.40948
C -8.37863 7.30591 7.02214
C -9.47674 8.09330 7.32869
N -10.63209 7.52989 7.71852
C -10.79039 6.19949 7.64906
C -9.74706 5.35738 7.18269
C -8.44631 5.92159 6.96495
C -9.96629 3.97918 7.06875
C -11.17215 3.37111 7.29798
C -12.27154 4.14809 7.74728
C -13.55298 3.68545 7.96006
C -14.54360 4.58107 8.45035
C -14.18795 5.87751 8.71989
N -13.00929 6.43024 8.40528
C -12.04963 5.58735 7.97519
H -7.45446 7.77393 7.02187
H -9.37157 9.16825 7.45689
H -7.48040 5.41068 6.94600
H -9.16678 3.38263 6.62091
H -11.18196 2.23366 7.19156
H -13.63667 2.60763 7.73404
H -15.61928 4.25897 8.61367
H -14.86593 6.58296 9.21147
C -14.67373 9.65094 6.47943
Si -12.94252 8.91686 6.29430
C -11.92768 10.24025 5.35958
C -13.03489 7.46109 4.99936
C -14.11615 6.65527 4.99701
C -14.22981 5.57813 4.10060
C -13.17361 5.27534 3.29604
C -12.11641 6.19677 3.19282
C -12.06414 7.31265 4.02751
H -15.16601 9.82062 5.50565
H -14.59447 10.40209 7.23167
H -15.24796 8.87483 6.99002
H -12.46233 10.43140 4.44252
H -10.88379 10.05261 5.10633
H -11.76065 11.07595 6.05174
H -14.90512 6.75891 5.75559
H -15.17442 4.98423 4.19744
H -13.26489 4.39619 2.58667
H -11.38573 6.10508 2.43778
H -11.26648 8.05526 3.86434
*
```

Its electronic energy is -7942.90697 hartree. The calculation puts the HOMO energy (alpha / beta) at -7.22 / -7.34 eV. For the frontier orbital gap (alpha / beta), the calculation gives 6.12 / 5.83 eV. The relative energy (zero: lowest compared OMol25 entry of this formula, charge and spin) comes out at 0.000 eV.

Here are the natural (NBO) charges for atoms 1 to 2, given in e: 0.376, -0.589